Density functional theory data (wB97M-V/def2-TZVPD) for a cluster of 2 separate species, C3H11NP2Si in total.

Properties
gap between HOMO and LUMO (spin up / spin down): 6.1 / 6.1 eV
electronic energy: -31231.548 eV
energy relative to the best compared isomer or geometry (same formula, charge and spin): 1.859 eV
E_HOMO (spin up / spin down): -6.642 / -6.642 eV
spin multiplicity: 1

Positions of all 18 atoms, in Å:
C 0.024 0.271 2.397
C -1.269 0.198 -0.534
C -0.485 -2.544 0.666
N 1.792 1.304 -1.551
Si -0.083 -0.656 0.724
P 2.524 0.188 -0.795
P 1.824 2.216 -2.925
H -0.849 0.331 3.108
H 1.035 -0.017 2.932
H 0.279 1.343 2.117
H -2.278 0.054 -0.114
H -0.978 1.258 -0.890
H -1.381 -0.360 -1.530
H -0.234 -2.826 -0.358
H 0.161 -3.103 1.362
H -1.500 -2.756 1.095
H 0.996 3.244 -2.413
H 0.421 1.856 -3.290

Atom charges from the Löwdin analysis, given in e for atoms 1 to 8:
1. C -0.292
2. C -0.282
3. C -0.256
4. N -0.928
5. Si 0.550
6. P 0.640
7. P 0.585
8. H 0.026